Entry 1:
# C24H24CeClNP

A structure of composition C24H24CeClNP in a non-equilibrium geometry (the ωB97M-V functional and the def2-TZVPD basis, the OMol25 dataset).

The geometry in XYZ format:
```
52
Properties=species:S:1:pos:R:3:forces:R:3
Ce -0.3363 2.0551 0.1889 0.4 1.7 0.3
Cl -0.2673 3.8582 1.9768 -0.1 -0.7 -0.5
P -0.6102 -0.7341 0.5339 -0.8 -1.4 -0.2
C 0.1449 -2.1148 1.4080 0.6 -0.5 0.3
C 0.1741 -3.4132 0.8643 0.0 -0.1 0.1
C 0.7600 -4.4634 1.5902 0.0 0.3 0.1
C 1.3517 -4.2080 2.8371 -0.3 0.0 -0.4
C 1.3465 -2.9101 3.3644 0.0 -0.1 0.0
C 0.7498 -1.8704 2.6556 0.0 -0.3 -0.3
C -1.9954 -0.1287 1.5819 0.0 -0.5 0.4
C -2.8401 0.8741 1.0697 -0.2 0.4 0.7
C -3.8423 1.4166 1.8987 0.1 0.0 -0.2
C -4.0238 0.9201 3.1927 -0.1 0.1 0.1
C -3.2115 -0.1121 3.6886 -0.5 0.1 -0.1
C -2.2252 -0.6550 2.8775 0.3 0.3 -0.3
C -1.5112 -1.4607 -0.8752 -0.2 0.1 0.0
C -1.2837 -1.0019 -2.1761 0.0 0.0 0.3
C -1.9879 -1.5689 -3.2374 0.0 -0.1 -0.2
C -2.9050 -2.5993 -3.0077 0.1 0.1 0.1
C -3.1495 -3.0473 -1.7046 0.2 0.2 0.3
C -2.4699 -2.4615 -0.6319 -0.1 -0.1 -0.1
H -2.8056 1.1929 0.0036 -0.2 -0.3 0.4
H -4.4804 2.2224 1.5199 0.2 -0.4 0.2
H -4.8258 1.3256 3.8292 0.5 -0.2 -0.4
H -3.3911 -0.5029 4.7034 0.2 0.2 -0.7
H -1.6325 -1.4967 3.2411 -0.1 0.4 -0.2
H -0.2617 -3.6083 -0.1215 0.2 0.0 0.5
H 0.7466 -5.4832 1.1835 0.1 0.6 0.2
H 1.8046 -5.0328 3.3930 -0.1 0.4 -0.2
H 1.8054 -2.7198 4.3361 -0.1 0.0 -0.3
H 0.7346 -0.8605 3.0569 0.1 -0.1 0.1
H -0.5421 -0.2050 -2.3327 -0.2 -0.4 -0.2
H -1.8039 -1.2233 -4.2534 -0.1 -0.1 0.2
H -3.4373 -3.0652 -3.8399 0.2 0.2 0.2
H -3.8661 -3.8510 -1.5184 0.2 0.3 -0.1
H -2.6656 -2.8020 0.3954 0.1 0.2 -0.5
H 3.1971 -0.9843 -0.7737 -0.1 -0.2 -0.3
H 2.9931 -1.3480 -1.4024 0.1 0.2 0.3
N 2.1033 3.0159 -0.2319 -0.1 0.0 0.7
C 2.9071 3.4598 -1.3753 -0.2 -0.2 -0.1
C 3.1512 4.8093 -1.5725 0.1 0.1 -0.5
C 3.7216 5.2165 -2.7917 -0.1 -0.6 0.2
C 4.0561 4.2681 -3.7700 -0.3 -0.1 0.4
C 3.9035 2.9046 -3.4820 0.0 -0.1 0.1
C 3.3507 2.4890 -2.2633 0.0 0.6 -0.5
H 2.1421 3.7217 0.5151 0.0 -0.1 -0.3
H 2.5668 2.2053 0.1739 0.4 -0.1 0.1
H 2.9110 5.5336 -0.7906 -0.1 -0.1 -0.3
H 3.8811 6.2718 -2.9687 0.0 0.0 0.0
H 4.4164 4.5897 -4.7501 0.0 -0.1 0.4
H 4.1883 2.1415 -4.2114 0.0 0.4 0.2
H 3.2635 1.4405 -1.9969 -0.1 0.0 -0.2
```
Forces are in eV/Å.

Output
- total charge = +2
- orbital gap (spin up / spin down) (eV) = 6.70 / 6.77
- E_LUMO (spin up / spin down) (eV) = -7.64 / -7.57
- spin multiplicity = 2


Entry 2:
# H3OP

A structure of composition H3OP in a non-equilibrium geometry (the ωB97M-V functional and the def2-TZVPD basis, the OMol25 dataset).

The geometry in XYZ format:
```
5
Properties=species:S:1:pos:R:3:forces:R:3
O -1.4187 0.2682 -0.0437 2.8 3.5 -0.9
P 0.8006 0.4907 -0.0801 -4.4 3.5 -0.3
H -1.7467 1.2483 -0.2859 1.3 -3.2 0.8
H 0.8220 0.5230 1.3073 0.1 -0.4 0.5
H 0.9076 -0.7832 -0.2747 0.3 -3.4 -0.1
```
Forces are in eV/Å.

Output
- total charge = 0
- orbital gap (eV) = 9.51
- E_LUMO (eV) = -0.75
- energy relative to the best compared isomer or geometry (same formula, charge and spin) (kJ/mol) = 190.8


Entry 3:
# C4H8N2

The molecule C4H8N2 in a non-equilibrium geometry (the ωB97M-V functional and the def2-TZVPD basis, the OMol25 dataset).

The geometry in XYZ format:
```
14
Properties=species:S:1:pos:R:3:forces:R:3
C -0.7720 -0.0913 1.6438 -0.5 -0.5 -0.3
C -0.0322 -0.4936 -0.7783 -0.7 -0.9 0.5
C 1.1136 0.1656 -0.5463 0.5 0.3 0.1
N -1.1816 -0.0318 0.1830 1.0 0.5 0.6
C 1.9133 1.1284 -0.9321 0.1 0.3 -0.2
N -0.4392 -1.6062 -1.3150 -0.5 0.2 0.0
H -1.4624 0.9248 -0.0623 0.0 -0.4 0.1
H -1.9147 -0.7072 -0.0417 0.0 0.1 0.0
H 0.2548 -2.0318 -1.9083 0.2 0.1 -0.2
H -0.5188 -1.1362 1.8756 0.0 0.4 -0.2
H 0.0807 0.5521 1.8291 0.0 0.0 -0.3
H -1.6070 0.2163 2.2695 -0.1 0.0 -0.1
H 1.7027 1.7935 -1.7741 0.0 -0.1 0.0
H 2.8627 1.3174 -0.4429 0.1 0.0 0.1
```
Forces are in eV/Å.

Output
- total charge = 0
- orbital gap (eV) = 7.17
- E_LUMO (eV) = 0.55
- energy relative to the best compared isomer or geometry (same formula, charge and spin) (kJ/mol) = 351.1


Entry 4:
# C4H3CsO6

A structure of composition C4H3CsO6 in a non-equilibrium geometry (the ωB97M-V functional and the def2-TZVPD basis, the OMol25 dataset).

The geometry in XYZ format:
```
14
Properties=species:S:1:pos:R:3:forces:R:3
C 3.2598 0.3942 -0.7764 1.5 -3.3 1.8
C 2.9939 -0.9647 -0.9161 -0.8 2.3 -1.1
O 1.8254 -1.4347 -0.4015 0.5 0.2 0.7
C 1.2210 -2.6330 -0.8819 0.0 0.3 -0.3
O 1.8928 -3.4063 -1.5437 0.1 -0.1 0.0
O 0.0210 -2.6440 -0.5333 -0.4 -0.4 0.2
H 2.9918 0.8069 0.2010 -0.5 0.4 -0.7
H 3.4404 -1.5789 -1.6979 -0.1 0.0 0.2
H 4.2288 0.7182 -1.1631 -0.5 0.1 -0.2
O 1.8777 1.8179 -1.7774 -0.2 0.6 -0.9
O 0.4384 3.3565 -2.1180 0.1 -0.2 -0.3
O 0.0823 1.9074 -0.4516 -0.5 -0.7 0.3
C 0.7299 2.3486 -1.4298 -0.1 0.5 0.8
Cs -1.5620 -0.6497 0.6292 0.8 0.4 -0.5
```
Forces are in eV/Å.

Output
- total charge = -1
- orbital gap (spin up / spin down) (eV) = 5.81 / 5.69
- E_LUMO (spin up / spin down) (eV) = 1.54 / 1.54
- energy relative to the best compared isomer or geometry (same formula, charge and spin) (kJ/mol) = 66.1
- spin multiplicity = 2


Entry 5:
# C2H5N3O2

A cluster of 2 separate species, C2H5N3O2 in total in a non-equilibrium geometry (the ωB97M-V functional and the def2-TZVPD basis, the OMol25 dataset).

The geometry in XYZ format:
```
12
Properties=species:S:1:pos:R:3:forces:R:3
C -1.2155 0.8598 -0.1323 -7.7 2.7 -1.5
C 2.5333 1.0096 0.1711 0.3 -0.7 0.2
N -1.9457 -1.4751 0.1079 1.6 3.5 0.2
N -1.0044 -0.4144 0.0603 3.0 -7.8 1.2
N 3.1559 0.0403 0.0930 -0.5 2.0 -0.2
O -0.3226 1.7106 -0.1150 4.2 2.5 0.4
O 3.9383 -0.8059 -0.1308 1.3 -2.2 -0.2
H -2.2772 1.0388 -0.1675 -0.6 0.9 0.0
H 1.7844 1.6449 0.5046 -1.0 0.9 0.2
H -2.7692 -0.8778 0.1150 -0.9 -1.1 -0.3
H -1.8580 -2.1369 -0.6663 -0.1 0.4 0.0
H -0.0193 -0.5940 0.1598 0.3 -1.1 0.1
```
Forces are in eV/Å.

Output
- total charge = 0
- orbital gap (spin up / spin down) (eV) = 5.39 / 6.91
- E_LUMO (spin up / spin down) (eV) = 0.57 / -2.86
- energy relative to the best compared isomer or geometry (same formula, charge and spin) (kJ/mol) = 343.5
- spin multiplicity = 3


Entry 6:
# C21H29Cl2GeN5RbS

A structure of composition C21H29Cl2GeN5RbS (the ωB97M-V functional and the def2-TZVPD basis, the OMol25 dataset).

The geometry in XYZ format:
```
60
Properties=species:S:1:pos:R:3:forces:R:3
Rb 0.4975 -0.3192 2.8032 0.0 0.1 0.5
N -3.0704 1.5483 5.9172 0.2 0.2 -0.1
C -2.4853 1.7879 4.6637 -0.3 -0.3 0.3
S -2.5546 0.4518 3.5600 -0.1 0.0 -0.2
N -1.9864 2.9656 4.5123 0.2 0.3 -0.5
N -1.4176 3.2643 3.2834 -0.2 -0.1 0.4
C -0.2485 2.8204 3.0912 0.3 0.1 0.1
C 0.4928 3.1393 1.8562 -0.3 0.0 0.1
C -0.0507 3.9976 0.8970 0.2 0.0 -0.1
C 0.6987 4.2767 -0.2279 -0.1 0.0 0.1
C 1.9507 3.6881 -0.3644 0.1 0.0 0.0
C 2.3942 2.8345 0.6321 0.0 0.1 -0.1
N 1.6857 2.5577 1.7255 -0.1 0.0 0.0
H -3.7862 0.8424 5.8680 0.0 0.0 0.0
H -3.3506 2.3999 6.3835 0.0 0.0 0.0
H 0.2860 2.2143 3.8325 -0.1 0.2 0.0
H -1.0350 4.4087 1.0657 0.0 0.0 0.0
H 0.3156 4.9386 -0.9948 0.0 0.0 0.0
H 2.5716 3.8761 -1.2302 0.0 0.0 0.0
H 3.3548 2.3386 0.5516 0.0 0.0 0.0
C 0.7018 0.4437 -4.7535 0.0 0.0 0.0
C 0.6717 0.4146 -3.2315 0.0 0.0 0.0
C -0.5825 1.0612 -2.6571 0.0 0.0 0.0
C -0.6109 1.0395 -1.1263 -0.1 -0.1 -0.1
Ge -0.8919 -0.7332 -0.2861 -0.1 -0.1 0.0
C -2.8015 -1.0903 0.0922 -0.1 0.0 -0.2
C -3.7846 -1.0471 -1.0893 0.0 0.1 0.0
C -3.8693 -2.3193 -1.9305 -0.1 0.0 0.0
C -2.6811 -2.5616 -2.8525 0.0 0.0 0.0
H 1.5937 -0.0444 -5.1494 0.0 0.0 0.0
H 0.6877 1.4695 -5.1288 0.0 0.0 0.0
H -0.1680 -0.0698 -5.1700 0.0 0.0 0.0
H 1.5486 0.9323 -2.8291 0.0 0.0 0.0
H 0.7498 -0.6177 -2.8797 0.0 0.0 0.0
H -1.4704 0.5639 -3.0644 0.0 0.0 0.0
H -0.6323 2.0981 -3.0146 0.0 0.0 0.0
H -1.4058 1.6844 -0.7439 0.0 -0.1 0.0
H 0.3285 1.4531 -0.7499 0.0 0.0 0.0
H -0.1276 -1.8910 -0.9917 -0.1 0.1 0.0
H -3.0841 -0.3192 0.8127 0.1 0.0 0.0
H -2.8921 -2.0407 0.6241 0.0 0.0 0.0
H -3.5457 -0.1993 -1.7430 0.0 0.0 0.0
H -4.7851 -0.8378 -0.6960 0.0 0.0 0.0
H -4.7794 -2.2700 -2.5374 0.0 0.0 0.0
H -3.9988 -3.1784 -1.2645 0.0 0.0 0.0
H -2.4874 -1.6854 -3.4771 0.0 0.0 0.0
H -2.8692 -3.4068 -3.5173 0.0 0.0 0.0
H -1.7679 -2.7757 -2.2988 0.0 0.0 0.0
Cl 2.6713 -0.4971 0.5086 0.2 -0.2 -0.2
C 3.4608 -2.0265 0.8491 -0.1 0.2 -0.1
C 4.1760 -2.6032 -0.1645 0.1 -0.2 0.0
C 4.8354 -3.8148 0.0736 0.0 0.1 0.0
C 4.7553 -4.4115 1.3315 0.0 0.0 0.1
C 4.0305 -3.8169 2.3363 0.0 -0.1 0.1
Cl 3.9658 -4.6123 3.8789 0.0 0.0 -0.1
C 3.2941 -2.5594 2.2063 0.2 -0.1 -0.3
N 2.6053 -2.0002 3.1292 -0.1 0.0 0.3
H 4.2298 -2.1259 -1.1340 0.0 0.0 0.0
H 5.4054 -4.2885 -0.7142 0.0 0.0 0.0
H 5.2621 -5.3476 1.5271 0.0 0.0 0.0
```
Forces are in eV/Å.

Output
- total charge = -1
- orbital gap (spin up / spin down) (eV) = 6.04 / 6.01
- E_LUMO (spin up / spin down) (eV) = 2.27 / 1.86
- energy relative to the best compared isomer or geometry (same formula, charge and spin) (kJ/mol) = 77.0